DFT (ωB97M-V with the def2-TZVPD basis set) results for 6 unconnected molecules or ions with the total composition C33H57BrF5N2O16 at a distorted geometry.

Positions of all 114 atoms, in Å:
Br 1.3322 1.0242 -0.1113
F -4.4966 -3.2629 -3.7306
F -2.3063 -3.9878 -2.9482
F -3.0685 -5.1819 -1.2614
F -2.5726 -3.0253 -0.9682
F -5.3640 -4.7280 -2.2976
O 2.6481 2.5652 4.0607
O 0.5807 -2.9650 4.6377
O 3.4782 0.7286 5.1021
O 1.0201 -2.9656 2.4146
O 2.0133 -4.4671 -3.5775
O 3.9985 -4.7104 -2.7367
O 5.9659 2.6758 -5.8048
O 4.4326 2.7763 5.2704
O -3.2212 5.4157 7.0313
O 2.9072 -6.5501 -3.4856
O 4.6281 3.7414 -4.3138
O -3.6834 4.8790 4.9820
O 5.9721 4.8419 -5.7729
O -3.7059 2.7297 1.1306
O -1.0128 -3.5000 3.2723
O -4.1521 3.3894 6.6286
N -1.8430 1.8318 -0.0514
N -3.4757 0.5156 -1.3161
C -3.1482 -3.9386 -1.8293
C 0.8148 -5.0042 -4.1504
C 5.5516 1.4424 -5.2239
C 6.2131 6.3832 -3.9006
C 2.9700 -5.3643 -3.2944
C -2.6114 0.6151 -3.4945
C -3.2996 5.1289 8.4285
C 5.0500 -5.5672 -2.2883
C 2.5396 0.7162 -2.7007
C -2.2673 1.0339 -1.1566
C -1.4351 0.5843 -2.4217
C -0.0496 1.2674 -2.7570
C -4.5950 -3.5477 -2.3610
C 5.4342 3.7547 -5.2120
C 1.9590 -2.6616 4.8694
C 0.5121 1.5156 4.5831
C -4.2205 3.9749 4.0129
C -3.7217 4.4493 6.2527
C -2.8199 2.4798 0.4474
C -1.0146 -5.0889 1.4320
C -5.3520 -2.4492 -1.5368
C -6.0694 -1.3845 -2.4668
C -5.1070 -0.3333 -3.1802
C 3.5202 1.9018 4.8316
C 0.2711 -3.1186 3.3471
C -5.7369 3.9848 4.0306
C -1.5029 -3.7510 1.9531
C -0.0479 -5.6747 -3.0993
C 5.5409 6.0968 -5.2292
C -3.6453 -0.2407 -2.6023
C 1.5693 1.7860 3.5294
C 1.1296 0.4873 -2.0041
C 5.3690 2.2185 6.1936
H -6.5649 -1.9742 -3.3013
H 5.9452 7.3775 -3.5396
H -2.8434 4.1668 8.6637
H -6.1796 -2.9834 -0.9724
H -6.9060 -0.8640 -1.9188
H 1.9443 0.8595 3.0856
H 5.9831 1.3380 -4.2267
H 6.1344 2.9696 6.3830
H 0.0713 -5.0954 1.3177
H 4.4518 6.1257 -5.1463
H -3.8702 4.3183 3.0389
H 0.2704 -4.1607 -4.5794
H -2.5926 -3.7666 2.0217
H -0.9951 -6.0012 -3.5294
H 5.9194 5.6536 -3.1432
H -4.2617 0.5906 -0.6612
H -5.0108 -0.5812 -4.2793
H -6.1146 5.0026 3.9101
H 0.9223 -0.6230 -2.0771
H 3.3346 0.0147 -2.3025
H -3.8206 2.9680 4.1618
H -5.5952 0.6869 -3.1296
H 0.4526 -6.5466 -2.6732
H -0.2479 -4.9886 -2.2744
H 2.8999 1.7678 -2.5291
H 2.2793 -1.7973 4.2909
H 2.4481 0.5166 -3.8049
H -2.9513 1.6771 -3.6275
H 5.8809 -4.9360 -1.9763
H -4.7390 -1.9245 -0.7565
H 5.8501 1.3295 5.7845
H -6.1232 3.6124 4.9813
H -0.3447 0.9981 4.1466
H 1.0519 -5.6838 -4.9722
H 0.9084 0.8984 5.3918
H 2.0740 -2.4297 5.9266
H 0.1424 1.0639 -3.8593
H -1.2659 -5.8875 2.1333
H 1.1300 2.3737 2.7208
H -2.4877 -0.0344 -4.4065
H 2.5752 -3.5314 4.6346
H 5.8275 6.8628 -5.9508
H -4.3405 5.1502 8.7546
H 0.1723 2.4512 5.0338
H 5.3954 -6.2248 -3.0866
H -0.0153 2.3763 -2.5811
H -6.1369 3.3590 3.2302
H -1.4613 -5.3127 0.4631
H -3.1515 -1.2559 -2.6453
H 4.7141 -6.1499 -1.4293
H -1.2058 -0.5083 -2.1934
H -2.7540 5.9089 8.9575
H 4.8694 1.9858 7.1353
H 7.2991 6.3203 -3.9994
H 4.4641 1.3679 -5.1814
H 5.9283 0.6347 -5.8500
H -1.2353 -2.9317 1.2800

Cartesian forces (eV/Å) of the 3 atoms listed first:
-0.3 -0.4 -0.6
0.0 0.0 2.1
-1.4 0.5 1.8

Output
**E_HOMO**: -12.434 eV
**Energy above the lowest of the compared OMol25 structures with the same formula, charge and spin**: 0.000 eV
**Charge**: +1